# 1
{
  "formula": "C2H3NS",
  "method": "wB97M-V/def2-TZVPD",
  "symbols": ["C", "C", "N", "S", "H", "H", "H"],
  "positions_angstrom": [[0.0478, 0.0853, 0.0694], [-0.1172, -1.2494, 0.0926], [-1.0306, 0.8185, -0.1570], [-2.4430, -0.2271, -0.0668], [1.0034, 0.4829, 0.1806], [0.1083, -2.2765, 0.1938], [-1.2226, 1.5976, 0.4466]],
  "forces_ev_per_a": [[-0.1, -2.8, 0.1], [-3.1, 2.2, -0.1], [-1.8, 1.2, 0.0], [2.5, -1.8, -0.1], [1.6, 1.0, 0.2], [0.3, -0.4, -0.1], [0.6, 0.7, 0.0]],
  "lowdin_charge": [-0.42, 0.12, -0.46, 0.58, 0.09, 0.03, 0.06],
  "de_lowest_kcal_mol": 92.9,
  "molar_mass_g_mol": 73.1,
  "lumo_energy_ev": [-1.043, -1.234],
  "total_energy_ev": -14443.4402,
  "gap_ha": [0.265, 0.257]
}

# 2
{
  "formula": "C33H25N12O5SSn",
  "method": "wB97M-V/def2-TZVPD",
  "symbols": ["Sn", "O", "C", "N", "C", "C", "C", "C", "C", "C", "N", "C", "O", "C", "C", "C", "C", "C", "N", "C", "C", "C", "C", "C", "N", "H", "H", "H", "H", "H", "H", "H", "H", "H", "H", "H", "H", "N", "N", "N", "C", "N", "N", "H", "H", "H", "N", "C", "N", "C", "C", "C", "C", "C", "C", "H", "H", "H", "H", "H", "H", "O", "S", "O", "N", "C", "O", "C", "C", "C", "C", "C", "C", "H", "H", "H", "H"],
  "positions_angstrom": [[1.2374, -0.1883, 0.1299], [-0.7486, 2.5464, 3.1661], [-0.0857, 1.5356, 3.1816], [-0.6517, 0.3065, 3.0772], [-1.9090, -0.1371, 2.6037], [-3.2109, 0.2012, 2.3670], [-3.9796, -0.8599, 1.8731], [-3.4688, -2.1302, 1.6547], [-2.1298, -2.4594, 1.8912], [-1.3858, -1.4124, 2.3554], [-0.1010, -0.9799, 2.7804], [0.9902, -1.6397, 3.2449], [1.7885, -1.2066, 4.0430], [1.1464, -2.9395, 2.5028], [1.1727, -4.1782, 3.1255], [1.3229, -5.3070, 2.3323], [1.4625, -5.1522, 0.9617], [1.4539, -3.8679, 0.4374], [1.2942, -2.7875, 1.1872], [1.3968, 1.5017, 3.4034], [1.9064, 1.9362, 4.6183], [3.2728, 1.8561, 4.8247], [4.0723, 1.3771, 3.7981], [3.4702, 1.0028, 2.6100], [2.1602, 1.0572, 2.4086], [-3.6223, 1.1816, 2.5381], [-5.0210, -0.6721, 1.6625], [-4.1287, -2.8959, 1.2781], [-1.7431, -3.4462, 1.7056], [1.0629, -4.2582, 4.1953], [1.3262, -6.2882, 2.7817], [1.5765, -6.0108, 0.3198], [1.5651, -3.6825, -0.6235], [1.2372, 2.2998, 5.3826], [3.7030, 2.1610, 5.7672], [5.1402, 1.2998, 3.9213], [4.0384, 0.6291, 1.7680], [4.4774, -0.8934, -3.8294], [3.8222, 0.0041, -3.0786], [3.6508, 1.2329, -3.4605], [3.0482, 1.7746, -2.4190], [2.8989, 0.8904, -1.4394], [3.3981, -0.2424, -1.8818], [4.3478, -0.7015, -4.8179], [4.2559, -1.8447, -3.5572], [2.7459, 2.7984, -2.3742], [0.3224, 4.2040, -0.3036], [0.9413, 3.0847, 0.0984], [0.1709, 2.0242, 0.0293], [-1.0419, 2.4682, -0.4521], [-2.2274, 1.7941, -0.7230], [-3.2734, 2.5355, -1.2308], [-3.1734, 3.9127, -1.4468], [-2.0147, 4.6025, -1.1637], [-0.9538, 3.8582, -0.6707], [0.7163, 5.1307, -0.3356], [1.9587, 3.0586, 0.4466], [-2.3184, 0.7368, -0.5326], [-4.2033, 2.0423, -1.4667], [-4.0235, 4.4467, -1.8408], [-1.9399, 5.6670, -1.3159], [1.4582, -0.2746, -4.2953], [0.4079, 0.2576, -3.4687], [0.4337, 1.6744, -3.2268], [0.4182, -0.5138, -2.0247], [-0.7777, -0.9918, -1.7156], [-1.0219, -1.3844, -0.5670], [-1.7317, -0.9772, -2.8375], [-2.9924, -1.5508, -2.8827], [-3.7111, -1.4648, -4.0662], [-3.1867, -0.8030, -5.1673], [-1.9299, -0.2060, -5.1136], [-1.2195, -0.3122, -3.9417], [-3.3803, -2.0645, -2.0172], [-4.6849, -1.9266, -4.1358], [-3.7544, -0.7549, -6.0838], [-1.5235, 0.3155, -5.9656]],
  "forces_ev_per_a": [[-0.1, 0.2, -0.2], [-0.1, -0.1, 0.0], [0.5, 0.3, 0.0], [-0.4, 0.1, 0.5], [-0.1, -0.8, -0.3], [0.1, 0.1, 0.0], [-0.1, 0.1, 0.0], [0.0, 0.0, 0.0], [0.1, 0.0, 0.2], [-0.9, 0.5, 0.0], [0.2, 0.1, -0.6], [0.5, -0.2, 0.6], [-0.2, -0.3, 0.0], [0.2, -0.4, -0.1], [0.0, 0.1, 0.0], [0.0, 0.2, -0.1], [0.0, 0.0, 0.1], [0.0, -0.2, 0.0], [-0.2, -0.2, 0.2], [0.3, 0.5, 0.3], [0.0, 0.0, -0.1], [-0.1, 0.0, -0.2], [0.0, 0.0, 0.1], [0.2, 0.0, -0.1], [-0.3, 0.3, 0.1], [0.0, 0.1, 0.0], [-0.1, 0.0, 0.0], [-0.1, -0.1, 0.0], [0.1, -0.1, -0.1], [0.0, 0.0, 0.1], [0.0, -0.1, 0.0], [0.0, 0.0, -0.1], [0.0, -0.1, -0.1], [-0.1, 0.0, 0.0], [0.0, 0.0, 0.0], [0.1, 0.0, 0.0], [0.2, 0.0, 0.0], [0.9, -0.8, -0.7], [-0.5, 0.8, 1.0], [0.4, 0.6, -0.7], [0.4, 0.1, 0.0], [-0.1, 0.2, 0.3], [0.4, -1.0, -0.1], [-0.2, 0.0, 0.2], [-0.2, 0.2, 0.0], [-0.1, 0.2, -0.1], [0.2, 0.2, 0.0], [0.2, -0.3, 0.2], [0.5, -0.5, 0.1], [-0.3, 0.7, -0.2], [0.1, 0.0, 0.0], [0.0, -0.2, 0.0], [0.1, 0.1, 0.0], [0.0, 0.0, 0.0], [-0.6, -0.6, -0.1], [0.0, -0.1, 0.1], [0.1, 0.1, 0.0], [-0.1, -0.1, 0.0], [-0.1, -0.1, 0.0], [-0.1, 0.1, 0.0], [0.0, 0.1, 0.0], [-0.6, -0.2, -0.2], [0.4, 0.1, -0.2], [-0.4, 0.1, -0.3], [0.4, 0.5, -0.3], [-0.5, -0.5, 0.5], [-0.1, 0.0, 0.2], [-0.5, -0.1, -0.4], [0.2, 0.1, 0.0], [0.0, 0.0, 0.1], [0.2, 0.1, 0.0], [0.1, 0.1, -0.2], [0.2, -0.2, 0.5], [-0.1, -0.1, 0.1], [-0.1, 0.0, 0.0], [-0.1, 0.0, -0.1], [0.0, 0.0, -0.1]],
  "lowdin_charge": [1.46, 0.13, -0.39, 0.14, -0.11, 0.01, -0.07, -0.07, -0.01, -0.15, 0.08, -0.39, 0.13, -0.21, 0.02, -0.03, -0.03, -0.12, 0.03, -0.22, 0.02, -0.02, -0.03, -0.14, 0.00, 0.12, 0.11, 0.11, 0.12, 0.13, 0.12, 0.11, 0.12, 0.13, 0.12, 0.11, 0.11, 0.16, -0.30, 0.16, -0.21, -0.11, 0.04, 0.12, 0.12, 0.12, 0.16, -0.17, 0.01, -0.22, 0.00, -0.06, -0.07, 0.00, -0.18, 0.17, 0.13, 0.10, 0.11, 0.11, 0.12, -0.29, 0.65, -0.29, -0.19, -0.60, -0.05, -0.14, 0.02, -0.05, -0.04, -0.02, -0.19, 0.12, 0.11, 0.11, 0.13],
  "total_charge": 1,
  "de_lowest_kcal_mol": 22.9,
  "molar_mass_g_mol": 820.4,
  "lumo_energy_ev": -2.232,
  "total_energy_ev": -79404.8231,
  "gap_ha": 0.319
}

# 3
{
  "formula": "C29H26FeNO3PS2Se2Te",
  "method": "wB97M-V/def2-TZVPD",
  "symbols": ["Fe", "C", "C", "C", "O", "C", "O", "O", "H", "H", "H", "H", "H", "H", "H", "S", "C", "C", "C", "C", "C", "C", "C", "C", "C", "N", "H", "H", "H", "H", "H", "H", "Se", "P", "Se", "C", "C", "C", "C", "C", "C", "C", "C", "C", "C", "C", "C", "H", "H", "H", "H", "H", "H", "H", "H", "H", "H", "Te", "C", "C", "C", "C", "S", "H", "H", "H"],
  "positions_angstrom": [[0.4045, -0.4194, 0.9517], [-0.8831, 1.4099, 4.6105], [0.2994, 1.1298, 3.6985], [1.6253, 1.3253, 4.4128], [0.2672, -0.2364, 3.2579], [0.2386, 2.0603, 2.4790], [0.2071, 3.2630, 2.6694], [0.2257, 1.4871, 1.3163], [-0.8492, 0.7534, 5.4824], [-1.8241, 1.2487, 4.0774], [-0.8579, 2.4496, 4.9311], [1.6899, 0.6447, 5.2633], [1.7080, 2.3565, 4.7526], [2.4581, 1.1169, 3.7387], [-0.6479, -0.5449, 3.1813], [-2.2277, -4.1483, 1.3339], [-3.2995, -2.8532, 1.6365], [-2.6492, -1.6545, 1.6532], [-1.2291, -1.7327, 1.4269], [-0.9046, -3.0534, 1.2548], [0.4772, -3.4911, 1.0906], [0.8863, -4.8238, 1.0050], [2.2317, -5.1170, 0.9388], [3.1594, -4.0818, 0.9652], [2.6752, -2.7891, 1.0262], [1.3756, -2.4925, 1.0673], [-4.3545, -3.0366, 1.7693], [-3.1778, -0.7195, 1.8015], [0.1439, -5.6110, 1.0012], [2.5571, -6.1484, 0.8757], [4.2244, -4.2604, 0.9332], [3.3516, -1.9419, 1.0446], [-0.2558, -0.1849, -1.4813], [-2.0589, 1.0892, -1.5027], [-3.0837, 1.6617, 0.2630], [-1.4640, 2.5881, -2.3958], [-0.9028, 2.4864, -3.6689], [-0.4131, 3.6041, -4.3225], [-0.4567, 4.8465, -3.6994], [-0.9939, 4.9539, -2.4284], [-1.4997, 3.8322, -1.7801], [-3.2029, 0.2976, -2.7066], [-2.7244, -0.2981, -3.8742], [-3.5906, -0.9112, -4.7649], [-4.9523, -0.9586, -4.4904], [-5.4338, -0.3902, -3.3227], [-4.5647, 0.2357, -2.4363], [-0.8256, 1.5235, -4.1560], [0.0157, 3.5038, -5.3118], [-0.0606, 5.7210, -4.2014], [-1.0150, 5.9131, -1.9261], [-1.9119, 3.9117, -0.7827], [-1.6604, -0.3258, -4.0725], [-3.1986, -1.3678, -5.6651], [-5.6289, -1.4505, -5.1787], [-6.4909, -0.4376, -3.0912], [-4.9324, 0.6817, -1.5202], [2.7777, 0.7704, 0.4616], [4.7408, 0.0301, 0.2870], [5.8346, 0.7354, 0.7269], [7.0688, 0.0715, 0.4808], [6.8945, -1.1256, -0.1491], [5.2437, -1.4447, -0.4252], [5.7527, 1.7036, 1.1999], [8.0370, 0.4675, 0.7533], [7.6541, -1.8227, -0.4652]],
  "forces_ev_per_a": [[-0.2, -0.1, 0.3], [-0.1, 0.0, 0.0], [0.0, 0.0, 0.1], [0.1, 0.0, 0.0], [0.1, -0.2, 0.0], [-0.1, 0.5, -0.1], [0.0, -0.2, -0.1], [-0.3, -0.1, 0.0], [0.0, 0.0, 0.0], [0.0, 0.0, 0.0], [0.0, 0.0, 0.0], [0.0, 0.0, 0.0], [0.0, 0.0, 0.0], [-0.1, 0.0, 0.0], [0.0, 0.0, 0.1], [-0.1, -0.2, 0.0], [0.1, 0.1, 0.0], [0.1, 0.3, 0.0], [-0.6, -0.3, -0.3], [0.6, 0.0, 0.0], [-0.1, 0.0, 0.0], [-0.1, 0.0, 0.0], [0.1, 0.0, 0.0], [-0.2, -0.1, 0.0], [0.0, 0.2, 0.0], [0.0, 0.1, 0.0], [0.0, 0.0, 0.0], [0.1, -0.1, -0.1], [0.0, 0.0, 0.0], [0.0, 0.0, 0.0], [0.0, 0.0, 0.0], [-0.2, -0.2, 0.1], [-0.1, -0.2, -0.1], [0.0, 0.3, -0.1], [0.0, -0.1, 0.0], [0.0, 0.0, 0.0], [0.0, -0.1, -0.1], [0.0, 0.1, 0.1], [0.0, 0.0, 0.0], [0.0, 0.0, 0.1], [0.0, 0.0, 0.0], [0.0, -0.2, 0.0], [0.1, -0.1, 0.0], [0.0, 0.0, 0.0], [0.0, 0.0, 0.0], [0.0, 0.0, 0.0], [0.0, 0.1, 0.0], [0.0, 0.1, 0.0], [0.0, 0.0, 0.0], [0.0, 0.0, 0.0], [0.0, 0.0, 0.0], [0.0, 0.0, 0.0], [0.0, 0.0, 0.0], [0.0, 0.0, 0.0], [0.0, 0.0, 0.0], [0.0, 0.0, 0.0], [0.0, 0.0, 0.0], [0.4, 0.5, -0.1], [0.1, 0.1, 0.3], [0.0, -0.3, -0.1], [-0.1, -0.1, -0.1], [0.4, 0.0, 0.1], [0.1, 0.1, -0.3], [0.0, 0.0, 0.0], [0.0, 0.0, 0.0], [0.0, 0.0, 0.0]],
  "lowdin_spin": [4.12, 0.00, 0.00, 0.00, 0.06, 0.01, 0.02, 0.13, 0.00, 0.00, 0.00, 0.00, 0.00, 0.00, 0.00, 0.01, 0.00, 0.02, 0.10, 0.02, 0.00, 0.00, 0.00, 0.00, 0.01, 0.05, 0.00, 0.00, 0.00, 0.00, 0.00, 0.00, 0.14, 0.02, 0.00, 0.00, 0.00, 0.00, 0.00, 0.00, 0.00, 0.00, 0.00, 0.00, 0.00, 0.00, 0.00, 0.00, 0.00, 0.00, 0.00, 0.00, 0.00, 0.00, 0.00, 0.00, 0.00, 0.19, 0.03, 0.02, 0.00, 0.01, 0.00, 0.00, 0.00, 0.00],
  "total_charge": -1,
  "multiplicity": 6,
  "de_lowest_kcal_mol": 10.5,
  "molar_mass_g_mol": 873.0,
  "s_squared": 8.766,
  "lumo_energy_ev": [2.300, 1.917],
  "total_energy_ev": -241463.3762,
  "gap_ha": [0.243, 0.224]
}

# 4
{
  "formula": "C5H14N2O",
  "method": "wB97M-V/def2-TZVPD",
  "symbols": ["C", "C", "C", "C", "N", "C", "N", "H", "H", "H", "H", "H", "H", "H", "H", "H", "H", "H", "H", "O", "H", "H"],
  "positions_angstrom": [[1.6535, -2.6042, -0.1716], [1.3826, -1.1161, -0.1488], [0.1313, -0.7511, -0.9543], [-0.2033, 0.7217, -0.9328], [-0.7313, 1.0829, 0.3837], [-1.1833, 2.2487, 0.5531], [-1.2258, 3.2690, -0.3775], [2.5771, -2.8512, 0.3635], [1.7531, -2.9339, -1.1962], [0.8825, -3.1355, 0.3840], [2.2553, -0.5609, -0.5065], [1.2467, -0.7483, 0.8733], [0.2386, -1.1616, -1.9592], [-0.6920, -1.3212, -0.5205], [0.6996, 1.3157, -1.0594], [-0.8989, 0.9631, -1.7338], [-1.5263, 2.5810, 1.5312], [-1.9087, 3.9885, -0.2311], [-0.9349, 3.0497, -1.3131], [-1.4071, -0.9916, 2.2553], [-1.0052, -0.7731, 3.1033], [-1.1037, -0.2717, 1.6576]],
  "forces_ev_per_a": [[0.4, 0.2, 0.8], [-0.1, 0.7, 0.2], [0.4, -0.8, 0.3], [0.0, 0.0, 0.6], [0.0, -0.4, 0.0], [-0.1, 0.9, -0.3], [0.2, -0.6, 0.4], [0.0, 0.1, -0.2], [-0.1, -0.4, -0.2], [-0.3, -0.2, -0.4], [0.0, 0.0, -0.3], [-0.1, -0.2, 0.0], [0.1, 0.3, -0.3], [-0.2, 0.1, 0.1], [0.3, 0.1, -0.4], [-0.2, 0.1, -0.2], [-0.2, -0.3, 0.0], [0.1, 0.1, -0.2], [-0.2, 0.2, -0.1], [0.2, 0.2, 0.0], [-0.1, -0.1, -0.1], [-0.1, -0.1, 0.0]],
  "lowdin_charge": [-0.12, -0.28, -0.22, -0.24, 0.00, -0.28, 0.10, 0.07, 0.07, 0.08, 0.11, 0.10, 0.11, 0.11, 0.12, 0.11, 0.12, 0.09, 0.07, -0.10, 0.02, -0.03],
  "de_lowest_kcal_mol": 26.5,
  "molar_mass_g_mol": 118.2,
  "smiles": "CCCC/N=C\\N.O",
  "lumo_energy_ev": 0.803,
  "total_energy_ev": -10439.8780,
  "gap_ha": 0.381
}